1.
Density functional theory data (ωB97M-V with the def2-TZVPD basis set) for an isolated molecule of C21H24BrNO.

The SMILES is CC(C)[C@@H](C)NC(=O)/C=C/C=C/Cc1ccc2c(Br)cccc2c1. The LUMO energy comes out at -0.017 eV. For the calculated total energy, the calculation gives -3518.6041 Eh. Its HOMO-LUMO gap is 8.194 eV. Its spin multiplicity is 1. Its molar mass is 386.3 g/mol.

XYZ file:
```
48
Properties=species:S:1:pos:R:3:forces:R:3
O -1.627182 1.099110 4.912296 0.1072 0.6145 0.3285
Br -2.760848 -0.128891 -7.551327 -0.0280 0.0140 0.3220
C -0.933042 1.038189 3.910043 0.4089 0.0733 0.4906
C -1.377387 0.118489 2.853828 1.0742 -0.3944 -2.2016
C -0.738328 -0.123215 1.661265 -1.9709 -0.1982 2.1001
C -1.245705 -1.224415 0.824016 2.4325 0.1653 -2.9492
C -0.612466 -1.488785 -0.386802 -1.8590 0.1355 2.7386
C -0.039699 -3.208594 -7.331740 0.7138 -0.3716 0.9405
C -1.997448 -1.301396 -3.068769 -0.5102 0.3677 -2.5028
C -0.981052 -2.280074 -7.746737 -0.7568 1.4904 0.0573
C -1.114383 -2.322933 -2.688263 0.8394 -0.9869 -0.8845
C 0.201540 -3.367958 -5.996054 -0.2841 -0.4596 -0.6887
C -0.388145 -2.995478 -3.694610 -1.2788 1.2320 1.9383
C -2.158712 -0.992830 -4.452308 -0.0250 -0.0394 2.2042
C -1.618671 -1.455500 -6.826044 0.4429 -1.1805 -1.5751
C -0.569580 -2.686288 -5.044799 1.0233 -0.5607 0.1036
C -1.455740 -1.690091 -5.451574 -0.8262 0.9440 0.6542
N 0.256154 1.712491 3.766481 -0.6233 -0.3280 0.9126
C -0.970143 -2.693843 -1.218433 0.4966 0.5450 -0.6857
C 0.164070 4.046413 4.266961 -0.9050 0.7487 0.5231
C 2.871639 3.146752 3.278534 0.4317 0.2147 -0.5015
C 2.903238 1.432376 5.234941 -0.7379 0.8328 -1.1813
C 0.757875 2.732675 4.708619 0.7376 -0.7188 -0.2316
C 2.329645 2.768358 4.648191 -0.2387 -0.9142 0.8757
H -2.301401 -0.413868 3.096420 0.4461 0.0976 0.0232
H 0.129299 0.487467 1.379059 -0.3251 -0.5683 -0.1997
H -2.036779 -1.901675 1.146747 0.1243 0.4148 0.2387
H 0.164140 -0.791642 -0.701497 -0.0158 -0.3560 -0.1687
H 0.557182 -3.778309 -8.018077 -0.0563 -0.1071 -0.4484
H -2.612952 -0.792932 -2.327956 0.2480 0.0089 -0.1419
H -1.164290 -2.127902 -8.799976 -0.0338 0.0185 -0.0562
H 0.917442 -4.091116 -5.655325 0.2904 -0.1970 0.0983
H 0.308861 -3.763134 -3.410605 0.1937 -0.2342 0.0107
H -2.833829 -0.204781 -4.765880 -0.0329 -0.0744 0.1837
H 0.833377 1.516751 2.983201 0.1813 -0.1371 -0.4996
H -1.904725 -3.155891 -0.877556 0.2495 0.0838 0.1558
H -0.151660 -3.420656 -1.133029 -0.2453 -0.0603 0.0281
H -0.920519 4.025022 4.508092 0.6254 0.2815 -0.0643
H 0.232098 4.216357 3.181464 0.1680 -0.2312 0.3712
H 0.665334 4.883424 4.780328 -0.3866 -0.1308 -0.1030
H 2.583266 2.402153 2.504530 0.5389 0.2742 0.3654
H 3.994351 3.303805 3.287828 -1.3020 -0.4176 -0.0626
H 2.413574 4.092089 2.947837 0.2995 -0.2108 0.1052
H 2.559252 1.376985 6.253069 -0.1766 -0.3953 0.4210
H 2.576058 0.552883 4.649319 0.1394 0.3653 0.3752
H 3.976485 1.483165 5.246927 0.5697 -0.1174 -0.0513
H 0.457976 2.429676 5.755325 0.1312 0.4418 -1.1768
H 2.661833 3.537563 5.362041 -0.2955 0.0255 -0.1913
```
Positions in Å, forces in eV/Å.


2.
Density functional theory data (ωB97M-V with the def2-TZVPD basis set) for a structure of composition C6H11NO.

As for the relative energy (zero: lowest compared OMol25 entry of this formula, charge and spin): 186.17 kcal/mol. The LUMO energy comes out at 0.870 eV. For the calculated total energy, the calculation gives -364.9348 Eh. Its HOMO-LUMO gap is 9.938 eV. Its spin multiplicity is 1. Its molar mass is 113.2 g/mol.

XYZ file:
```
19
Properties=species:S:1:pos:R:3:forces:R:3
C -0.433618 -1.041070 1.208092 1.5374 -3.5931 -1.5360
C 0.827499 -0.071122 1.115673 1.2953 2.0351 2.5027
C 0.927773 1.132851 0.140280 2.4020 1.9849 -1.3413
C 0.975662 0.853814 -1.570152 2.7545 -0.6484 0.6719
C -0.330850 0.328511 -1.066993 -3.5704 -2.1955 0.2126
C -1.587829 -0.695746 -1.072318 2.8128 -1.9633 1.6661
H 0.031134 -2.148343 1.046884 -0.8317 2.2787 0.3073
H -0.685225 -1.036789 2.262699 -0.8422 0.0698 -0.1587
H 0.704175 0.610301 2.068121 0.7241 -1.5184 -1.1657
H 1.792687 -0.638872 1.199204 -0.9924 0.3168 0.1270
H 1.728803 1.963747 0.476859 -2.1209 -1.5875 -0.4071
H 1.680353 -0.089518 -1.831465 -1.3044 2.6283 0.1431
H 1.176775 1.855561 -2.168386 -0.7878 -2.2456 1.1939
H 0.213507 -0.416762 -0.510870 -0.3823 -1.2284 -0.8302
H -1.274133 -1.813961 -1.379721 -1.0194 2.8515 -0.9316
H -2.600374 -0.342492 -1.107041 -0.3970 0.0273 -1.3473
H -1.014393 1.186925 0.894004 0.9243 0.3000 -3.3922
N -0.497085 1.391190 -0.084736 -0.8842 1.1237 2.7057
O -1.634860 -1.028221 0.379866 0.6823 1.3641 1.5797
```
Positions in Å, forces in eV/Å.


3.
Density functional theory data (ωB97M-V with the def2-TZVPD basis set) for an isolated molecule of C4H9NO2.

As for the relative energy (zero: lowest compared OMol25 entry of this formula, charge and spin): 48.56 kcal/mol. The SMILES is C[C@@H](C=O)NCO. The LUMO energy comes out at 0.717 eV. For the calculated total energy, the calculation gives -363.0082 Eh. Its HOMO-LUMO gap is 9.903 eV. Its spin multiplicity is 1. Its molar mass is 103.1 g/mol.

XYZ file:
```
16
Properties=species:S:1:pos:R:3:forces:R:3
O 1.555026 1.365588 -1.006081 -0.2312 0.1742 -0.1303
C 0.595856 0.809337 -1.470662 0.5690 -0.3855 0.4417
C -0.229660 -0.194804 -0.645826 -0.2693 0.5582 -0.8583
C -1.411946 -0.689020 -1.486571 0.5087 -1.2565 0.9806
N -0.624451 0.385382 0.619206 -0.1559 0.1283 0.4430
C 0.244404 0.084676 1.741144 -0.9504 -0.5547 -0.7075
O 0.218700 -1.295700 2.126698 0.1869 0.1533 0.2833
H 0.351519 0.911088 -2.545084 -0.1793 0.1186 -0.0386
H 0.486147 -1.014721 -0.538268 -0.0136 -0.2888 0.2495
H -2.190674 -1.136810 -0.866156 0.0520 0.1021 0.1677
H -1.868221 0.072066 -2.069852 -0.2700 0.7096 -0.6349
H -1.054391 -1.518402 -2.097907 -0.1409 0.2613 -0.4226
H -1.597780 0.194183 0.808928 0.0462 -0.1142 0.1441
H 1.209362 0.451019 1.393551 0.3462 -0.1996 0.6540
H -0.141338 0.524717 2.655458 0.2933 0.7161 -0.1979
H 0.342535 -1.870027 1.374225 0.2083 -0.1225 -0.3737
```
Positions in Å, forces in eV/Å.